The following is a DFT calculation (ωB97M-V/def2-TZVPD) of a molecular structure, C28H43Cl2N6PTi.

Properties
Charge ... +2
2S+1 ... 1
Total energy ... -96111.69865 eV
Orbital gap ... 7.16 eV

The geometry in XYZ format:
```
81
C28H43Cl2N6PTi (ωB97M-V/def2-TZVPD)
Ti -2.06208 -0.96967 -0.15850
Cl -3.99059 -2.00916 -1.73559
Cl -1.79990 -3.54843 -0.68547
P 1.02635 -0.05501 -1.01717
N 0.97693 0.53345 -2.53545
N -3.13407 0.79335 -0.44101
N 1.54164 1.04194 0.05904
N -0.51571 -0.45707 -0.60545
N 2.02812 -1.33215 -0.93697
N -4.55815 2.42738 -0.13845
C 3.46583 -3.13310 -1.80376
C -2.55561 -1.90182 7.15666
C -1.40835 -1.32589 6.62532
C -2.10870 -1.17940 1.80362
C 2.40047 1.15280 -4.45240
C 2.96180 1.28123 0.38294
C -0.13307 1.17771 -4.60634
C 3.08845 1.54916 1.87398
C -4.17259 1.22299 0.27410
C -3.49405 -2.11362 4.95698
C -1.29558 -1.14157 5.25980
C -3.59600 -2.29496 6.32388
C 0.07041 0.06383 -3.59193
C 2.37087 2.85856 2.24359
C -3.73030 2.80822 -1.17179
C -2.84816 1.79536 -1.35213
C -2.22073 -1.34998 3.01067
C 1.23403 3.16524 1.25959
C 2.32512 -2.16095 -2.12159
C 4.44104 -2.49525 -0.82114
C -2.34064 -1.53495 4.41696
C 3.75535 -2.30304 0.53773
C 1.18924 1.54002 -5.30695
C 2.12797 1.37062 -2.97255
C -3.36037 -3.66997 -1.53154
C 0.55779 1.89596 0.76843
C -5.63038 3.23693 0.43996
C 2.26153 -2.00552 0.35183
H 1.25502 1.03870 -6.27250
H 1.90605 2.42302 -2.77352
H 3.95806 -3.40868 -2.73586
H 5.33458 -3.10745 -0.71046
H 4.77134 -1.53110 -1.21891
H 3.53551 0.40837 0.07786
H 3.34097 2.13496 -0.18729
H 1.98323 2.79351 3.26088
H -3.20343 -4.10360 -2.51166
H -4.48538 -2.74504 6.74293
H 3.06984 -4.05714 -1.37545
H -0.40474 -0.69808 4.83545
H 3.85371 -3.20684 1.14127
H 2.62399 -1.49526 -2.93203
H 2.65001 0.70296 2.41056
H -0.88609 0.87370 -5.33361
H -5.21187 3.97718 1.11786
H -3.84737 3.75374 -1.67149
H 3.27676 1.73268 -4.74109
H 2.66015 0.10336 -4.61349
H -2.63884 -2.04644 8.22537
H 0.48252 3.80399 1.72461
H -0.60125 -1.02339 7.27830
H -2.03548 1.71069 -2.05355
H -6.17249 3.73367 -0.35961
H -4.05678 -4.23042 -0.91978
H 1.68019 -2.93368 0.36737
H 1.87391 -1.37831 1.15441
H -6.31167 2.58763 0.98242
H -0.25895 2.14689 0.08864
H 1.20760 2.61067 -5.51248
H -0.87486 -0.21964 -3.12538
H -4.63004 0.69045 1.09241
H 3.08021 3.68652 2.23499
H 4.23841 -1.50180 1.09895
H 1.61630 3.71788 0.39808
H 0.46622 -0.82962 -4.08834
H 4.14030 1.58984 2.15633
H 1.43436 -2.71114 -2.44750
H 3.01104 1.10516 -2.38828
H -0.53199 2.05180 -4.08302
H -4.29664 -2.42104 4.29991
H 0.12966 1.33808 1.60782
```

The following is a DFT calculation (ωB97M-V/def2-TZVPD) of a single C28H43F5IN3O3 molecule.

Properties
2S+1 ... 1
Structure (SMILES) ... CCCN[C@@](CCCI)(CO[C@H](CCCCN(C)C(C)=O)C(F)(F)c1cccc(C(F)(F)F)c1)N(C)C[C@H]1CO1
Total energy ... -62007.17756 eV
Orbital gap ... 7.31 eV

The geometry in XYZ format:
```
83
C28H43F5IN3O3 (ωB97M-V/def2-TZVPD)
I 5.00638 5.16956 -2.20747
F -1.66997 -0.66520 0.46278
F -5.64826 -1.96648 5.67367
F -6.93410 -0.81394 4.00985
F -2.23467 1.61218 0.09945
F -5.48172 -2.56460 3.27682
O 4.79808 -4.05631 2.55734
O 0.85549 0.75213 0.06199
O -2.86569 -1.89576 -4.01711
N 0.32196 2.13092 -3.57090
N 2.46235 -3.73068 3.17390
N 0.37513 -0.07872 -2.50267
C 1.40638 -1.16325 -2.44607
C -1.73411 3.41084 -2.70636
C -2.18851 2.10696 3.50798
C 4.73358 2.98277 -2.56713
C -2.38313 0.84818 2.47312
C -4.47378 -0.28401 4.06316
C 1.63257 -0.94173 2.26763
C -3.16502 2.16876 4.85410
C -1.40927 -1.80655 -3.48144
C 3.30740 -3.86497 0.48622
C -1.49384 0.71123 1.06241
C -0.64476 -0.19678 -3.58368
C 0.83025 0.46063 2.55151
C 0.65645 -2.21190 1.93304
C 0.87623 1.84619 -0.95990
C 3.17179 2.86641 -3.15522
C -3.50207 -0.36249 2.71609
C 0.96328 1.32685 -2.49736
C 3.52232 -3.89969 2.11074
C 1.06394 -3.63414 2.61575
C -4.30696 0.97664 5.09829
C 0.08918 1.13225 1.25257
C 2.42949 -4.98629 4.06456
C -5.60556 -1.46623 4.27632
C -2.81878 4.05116 -3.76085
C -0.15791 3.49087 -3.24720
C 2.59194 1.35490 -2.89432
C -2.73244 -1.88879 -2.37225
H -2.79828 5.24073 -3.75282
H -0.00422 2.55238 -0.67972
H -1.81942 4.06347 -1.71093
H 1.66263 1.24393 2.89709
H -3.71318 -2.48735 -2.47371
H -4.99086 1.08043 6.05382
H 2.12144 -0.97299 -1.50685
H 1.88120 2.44663 -0.72462
H 3.37487 -2.75383 0.12658
H -0.64949 -2.80481 -3.56069
H 4.23788 -4.42852 0.00275
H 2.31501 -4.37162 0.13145
H -0.42084 -1.92221 2.35433
H 0.14146 0.31480 3.49561
H 5.53440 2.59660 -3.32732
H 0.93176 -4.49614 1.81186
H -1.64631 0.43217 -3.41493
H -3.04075 3.09429 5.57837
H 4.80961 2.49708 -1.49173
H 1.55160 -4.93839 4.86926
H 2.32985 -1.10393 3.22436
H 0.08066 2.30614 1.47380
H -2.05704 2.32320 -2.40028
H 0.45155 4.12937 -2.48698
H -1.38495 2.93415 3.25428
H 3.42766 -5.07864 4.68283
H 2.03346 -1.31088 -3.45152
H 2.58392 3.72281 -2.61460
H 0.81596 2.07272 -4.49313
H 2.80542 0.75000 -3.90157
H -3.66748 -1.26475 1.98669
H -2.16597 -2.83979 -1.91840
H 3.15691 3.10478 -4.32028
H 3.21128 0.91475 -1.97808
H 2.21622 -5.96901 3.42110
H -3.91673 3.76222 -3.40060
H 0.52353 -2.31733 0.76226
H -2.72896 3.62397 -4.86102
H 0.97863 -2.25467 -2.21532
H -0.21954 4.12246 -4.25888
H 0.25703 -3.87183 3.46187
H 2.40780 -0.87986 1.36114
H -0.26133 -0.18347 -4.68492
```

The following is a DFT calculation (ωB97M-V/def2-TZVPD) of a molecular structure, C28H43MnN4O6SbSi3.

Properties
2S+1 ... 6
Total energy ... -109471.95969 eV
Orbital gap (alpha / beta) ... 3.75 / 8.07 eV

The geometry in XYZ format:
```
86
C28H43MnN4O6SbSi3 (ωB97M-V/def2-TZVPD)
Sb -1.63875 0.63703 -1.16199
Mn 0.23324 -0.72144 0.43291
Si -2.33732 2.93008 -0.21966
Si -3.87733 -0.58535 -1.58723
Si -0.94109 1.32762 -3.54374
O 1.60184 0.97714 -0.59103
O -0.56305 0.06645 1.91463
O 1.88176 -0.19737 1.83370
O 3.44718 0.99329 -1.88457
O -1.20017 -2.30971 -0.11555
O -1.27518 -4.18939 -1.35981
N 0.89411 -2.91521 1.61913
N 0.07939 0.57105 2.92744
N 1.02340 -1.53166 -1.20590
N 1.32530 0.39921 2.82823
C 2.17071 0.85761 3.90117
C 3.51319 0.53057 3.84017
C 2.10879 -0.96119 -1.81277
C 1.15786 -3.39759 -2.66525
C 4.29520 -2.89057 4.08351
C 4.35458 0.93931 4.86417
C 2.33221 -2.86485 -3.23846
C 0.66304 2.31888 -3.47611
C -3.66221 -1.98580 -2.80400
C 2.80126 -1.64021 -2.81728
C -3.52133 3.93300 -1.27609
C 2.35952 0.39413 -1.37247
C -4.39787 -1.20712 0.09725
C -5.17336 0.61433 -2.23709
C 2.02685 -2.95888 2.45893
C 1.65213 1.58205 4.96897
C -3.14462 2.57588 1.43576
C -0.67107 -0.23873 -4.55313
C 3.03811 -2.65529 4.62300
C 4.41107 -3.16166 2.72553
C -2.19644 2.41496 -4.43210
C -0.76518 -3.13911 -0.99321
C 1.90840 -2.69221 3.81928
C -0.73730 3.89439 -0.00600
C 3.28684 -3.19357 1.91603
C 0.54307 -2.69887 -1.65501
C 2.50360 1.98214 5.98314
C 3.85604 1.66452 5.93494
H -5.47063 1.32739 -1.46349
H -6.06686 0.05941 -2.54337
H -2.07007 3.46125 -4.14070
H 0.59948 1.82257 4.99271
H 1.53310 1.67422 -3.62691
H 0.08099 3.22117 0.26623
H 5.17447 -2.86383 4.71430
H 5.40507 0.68004 4.82664
H 0.72142 -4.33168 -2.98841
H -4.57820 -0.37215 0.78034
H -3.17621 -1.65387 -3.72441
H -4.81904 1.17885 -3.10151
H -2.56639 1.83265 1.99127
H -3.22126 3.48141 2.04508
H -4.15386 2.17973 1.28924
H -3.05815 -2.78640 -2.36710
H 0.06077 -0.06153 -5.34733
H -3.06269 4.23640 -2.22040
H -0.30120 -1.05997 -3.93075
H -5.30618 -1.81457 0.04376
H -0.46616 4.39656 -0.93892
H 0.66900 3.08423 -4.25662
H 2.84385 -3.40683 -4.02331
H -3.23184 2.13327 -4.23385
H -4.43074 3.37451 -1.50839
H 0.01964 -3.05743 2.10566
H 0.92711 -2.50015 4.24273
H 5.38651 -3.35035 2.29397
H 3.87736 -0.04952 3.00381
H 3.37655 -3.38824 0.85146
H -0.83086 4.65458 0.77460
H 2.10870 2.54185 6.82084
H 0.95083 -3.55889 0.84231
H 2.93199 -2.44267 5.68044
H -3.59197 -1.82150 0.50686
H 3.47869 1.87802 -1.49599
H -3.80960 4.83911 -0.73184
H -2.02867 2.34473 -5.51216
H -1.60249 -0.56674 -5.02209
H 0.77579 2.81339 -2.50724
H -4.64009 -2.40053 -3.06676
H 3.67901 -1.18029 -3.25132
H 4.51641 1.98395 6.73116
```